[1]
This record from the OMol25 dataset describes a molecular structure, C44H43B2ClF4N5O5P2Se3Sr in a non-equilibrium geometry. The level of theory is ωB97M-V with the def2-TZVPD basis set.

The geometry in XYZ format:
```
110
Properties=species:S:1:pos:R:3
F 1.432 5.659 0.463
C -2.069 2.958 -1.199
H 0.481 2.583 -6.636
C -3.355 3.516 -1.714
H -0.571 -4.434 -0.227
C 1.405 -3.696 -3.575
N -1.251 2.497 2.317
C 3.625 0.751 -3.129
C 3.250 -2.512 5.627
H -3.891 -4.866 2.022
N -1.970 2.002 -0.359
H -1.223 3.310 5.179
C 1.489 -2.315 -3.666
H 0.307 4.807 -2.979
C -1.423 3.921 4.294
C -1.310 -4.380 3.078
C -3.840 -3.346 0.502
C 0.194 2.003 -5.768
C -4.398 -4.437 1.166
C 1.742 -4.334 -2.388
H -3.510 4.525 -1.328
H 3.614 -3.414 6.112
H -6.023 -5.828 1.241
H 2.222 5.233 2.917
B 2.136 4.524 0.030
Se 1.246 -1.530 2.107
O 2.357 3.602 1.187
C 5.324 2.446 -3.047
P -2.289 -2.608 1.114
H 4.003 -0.910 -4.442
N 0.201 3.393 -0.822
H 0.798 -7.021 2.899
C 2.623 -2.601 4.397
B -3.481 2.289 1.486
H 2.538 -1.645 -0.502
H -7.178 -4.849 -0.715
P 2.010 0.216 -2.560
H 0.750 -6.390 0.507
Cl -2.321 -0.367 5.435
C 0.648 3.833 2.697
H 2.035 0.693 4.041
O -2.523 2.095 2.632
C 2.162 -3.598 -1.289
C -1.144 1.734 -5.521
Se -1.290 -1.566 -0.430
H 1.219 5.003 4.378
C 1.213 5.082 3.289
C 0.806 0.796 -3.776
H 0.610 5.947 3.009
H 2.492 -3.564 3.920
H -0.843 -0.029 -2.654
C 2.260 -2.219 -1.378
C 4.098 1.958 -2.617
H 1.058 -4.272 -4.423
C 3.003 -0.268 5.692
H 2.384 -4.081 -0.346
F -4.693 1.786 1.912
C 0.194 -6.185 2.571
H -2.495 3.902 4.114
C 1.169 1.540 -4.893
H -1.373 0.114 3.339
C -5.595 -4.978 0.726
C 0.167 -5.830 1.228
C -0.717 3.348 3.107
O -3.132 1.552 0.233
C 2.154 -1.443 3.769
C -1.708 -0.794 3.819
F -3.538 3.671 1.212
C -0.707 4.441 -2.848
H -4.049 -1.942 -1.095
F 3.399 4.830 -0.454
H 1.658 -5.412 -2.316
N 3.451 -1.372 6.291
C 6.067 1.735 -3.978
H -2.558 0.807 -4.190
H -3.326 3.567 -2.805
O 1.396 3.953 -1.150
H 7.026 2.116 -4.307
C -6.242 -4.427 -0.373
H -1.903 2.101 -6.202
O 1.744 0.772 -1.200
H 1.193 -1.812 -4.580
H -6.199 -2.902 -1.881
C 4.371 0.036 -4.062
N 1.208 3.135 1.791
H -1.385 5.291 -2.744
H 5.692 3.381 -2.645
C -0.774 3.578 -1.629
H -1.011 3.879 -3.733
Sr 0.238 1.219 0.560
C -0.543 0.536 -3.529
Se -3.230 -1.535 2.835
C -0.544 -5.459 3.494
C -0.585 -4.746 0.810
C 2.364 -0.248 4.464
H -4.181 2.893 -1.383
H -1.885 -3.813 3.798
H 3.511 2.510 -1.890
C 1.925 -1.576 -2.569
H 2.212 1.763 -5.079
C -4.491 -2.794 -0.594
C 5.594 0.531 -4.486
H -0.515 -5.722 4.544
C -5.692 -3.336 -1.029
H -1.094 4.937 4.500
H -0.906 -1.515 3.916
H 3.165 0.662 6.228
C -1.329 -4.020 1.737
H 6.182 -0.025 -5.205
C -1.515 1.007 -4.396
```

Its spin multiplicity is 1. The calculation puts the HOMO-LUMO gap at 0.2436 Ha. The total charge is -1.

Mulliken atomic charge list, values in e, 8 entries: -0.38 0.17 0.39 -2.10 0.37 -0.82 0.98 -0.09

***

[2]
This record from the OMol25 dataset describes a molecular structure, C44H44Cl3GeN3OsTe in a non-equilibrium geometry. The level of theory is ωB97M-V with the def2-TZVPD basis set.

The geometry in XYZ format:
```
97
Properties=species:S:1:pos:R:3
C -1.767 0.328 1.512
H -0.172 2.823 0.633
C 0.822 2.952 0.212
H 0.202 1.058 5.466
H -3.734 -3.449 -2.824
H 2.921 -2.456 3.272
H -1.825 2.416 -1.063
C 1.478 -0.483 1.817
C -3.020 0.226 2.088
H -3.746 -4.468 -5.067
H -0.766 -1.683 -6.370
H -5.909 2.275 -2.389
N 0.440 -0.565 0.960
H -3.617 1.368 -2.546
C -0.242 3.552 -1.977
C -4.991 -0.969 -0.493
H -4.325 -1.026 3.247
C -2.256 -3.140 -5.856
C -0.849 -0.714 1.619
H -0.717 -3.950 2.569
H 0.552 -3.072 1.729
C -4.362 0.862 -1.944
H 2.965 2.272 -1.385
C -5.650 1.369 -1.858
H 1.480 1.981 6.239
N 2.761 -0.421 1.453
H 1.129 3.980 0.405
H 2.310 2.858 -2.917
H 0.358 -2.886 3.473
C 5.557 -0.645 1.391
C -2.425 -1.951 2.902
H -4.729 -1.875 0.039
C -2.239 -1.988 -3.340
C 2.987 -1.783 4.120
H 0.532 1.172 -2.787
C 2.171 0.184 5.297
H 0.276 -0.200 3.407
H -3.733 1.034 1.984
C -3.090 -3.057 -3.601
C 4.584 -0.682 -2.283
Os 0.495 -0.430 -1.001
C 3.902 -1.210 6.261
C 1.247 1.367 5.372
H -0.747 -0.653 -4.131
H -0.735 6.196 -4.034
H 3.403 -0.337 2.227
H -1.484 1.219 0.970
H 5.313 -1.524 1.996
C 0.048 4.611 -2.827
C -1.413 -2.071 -5.594
C 0.837 2.700 -1.296
C -0.977 5.369 -3.380
Cl -0.496 -4.485 -0.944
C -3.350 -0.928 2.787
H 1.325 1.991 4.480
Te -2.153 -1.217 -1.397
C 2.554 -0.489 -0.963
C 2.251 2.964 -1.833
H 6.619 -0.692 1.163
C 3.211 -0.584 -2.199
C -4.043 -0.307 -1.261
C -6.606 0.711 -1.095
H -2.682 -2.848 3.453
C 3.054 -0.116 6.328
C -1.580 3.254 -1.709
H -3.633 3.764 -2.038
Cl 1.569 -3.490 -3.435
C -6.279 -0.455 -0.417
H 1.072 4.859 -3.071
H 5.066 -0.763 -3.248
C 3.868 -2.047 5.156
H 5.401 0.244 2.012
H -7.026 -0.969 0.172
C 5.347 -0.686 -1.118
H -3.094 5.668 -3.530
C -2.300 5.073 -3.099
Ge 0.998 -2.978 -1.428
C -2.602 4.005 -2.263
C -1.404 -1.492 -4.332
H 4.583 -1.415 7.077
H -2.257 -3.598 -6.835
H 6.425 -0.761 -1.178
C -3.096 -3.628 -4.863
Cl 2.664 -3.682 -0.182
C -0.183 -3.002 2.529
H 4.510 -2.917 5.105
N 1.231 -0.385 3.143
H -7.611 1.105 -1.034
C -1.153 -1.873 2.331
H 1.517 2.281 0.724
C 4.747 -0.606 0.124
H 3.078 0.530 7.197
C 3.348 -0.516 0.168
H 2.542 3.981 -1.566
H 2.629 -0.597 -3.117
C 0.527 1.278 -1.677
C 2.162 -0.664 4.188
```

Its spin multiplicity is 2. Its expectation value of S² is 0.7580. The calculation puts the HOMO-LUMO gap (alpha / beta) at 0.2446 / 0.2410 Ha. The total charge is +1.

Mulliken atomic charge list, values in e, 8 entries: -0.22 0.29 -1.27 0.34 0.44 0.62 0.37 -0.34